Record 1
124
Properties=species:S:1:pos:R:3 method="wB97M-V/def2-TZVPD" molar_mass_da=912.661 charge=-1 orbital_gap_ha=0.2182
C -5.7781 0.3902 0.6907
C -4.8440 0.6708 -0.4937
C -3.3992 0.7697 0.0169
C -2.3464 0.5098 -1.0811
C -1.7671 1.7999 -1.6935
C -0.2491 1.7420 -1.9359
C 0.0925 1.1906 -3.3412
C 0.2541 -0.3478 -3.3058
C -0.3878 -1.0727 -4.4989
C -1.7534 -1.6831 -4.1792
C -2.1918 -2.6596 -5.2906
C -2.7026 -3.9733 -4.6924
C -1.6272 -4.5386 -3.7359
C -2.1386 -4.5050 -2.2897
C -1.0166 -4.5603 -1.2612
C -1.5791 -4.4407 0.1660
In -0.0366 -3.6466 1.5964
C 1.0967 -5.3454 2.5654
C 2.3565 -4.7904 3.2417
C 3.4032 -4.4336 2.1820
Br 5.2117 -4.8555 2.8224
C -1.1650 -2.4222 3.1243
C -0.2917 -1.7142 4.2093
C -0.4005 -0.1884 4.1058
P 0.8793 0.5267 3.0152
O 1.5089 -0.5542 2.2854
O 2.0300 1.2179 3.9171
C 1.8571 2.6006 4.2657
C 1.2922 2.7782 5.6680
O 0.2413 1.5581 1.9478
C -0.9373 2.2917 2.3496
C -0.7889 3.7459 1.8799
H -5.3605 -0.4430 1.2457
H -6.7969 0.1715 0.3892
H -5.7624 1.2483 1.3563
H -5.0958 1.6625 -0.8648
H -4.9453 -0.0769 -1.2715
H -3.2398 0.0418 0.8109
H -3.2837 1.7662 0.4418
H -2.8548 -0.0702 -1.8420
H -1.5570 -0.1106 -0.6658
H -1.9727 2.6512 -1.0484
H -2.2837 2.0002 -2.6298
H 0.2167 1.1284 -1.1716
H 0.1106 2.7688 -1.8901
H 1.0069 1.6550 -3.7015
H -0.7052 1.4558 -4.0303
H -0.1615 -0.6910 -2.3661
H 1.3146 -0.5846 -3.3048
H 0.2809 -1.8839 -4.7831
H -0.4774 -0.4177 -5.3647
H -2.4703 -0.8631 -4.1357
H -1.7001 -2.1639 -3.2105
H -2.9989 -2.1935 -5.8563
H -1.3995 -2.8547 -6.0093
H -2.9344 -4.6801 -5.4856
H -3.5908 -3.7376 -4.1132
H -1.4100 -5.5723 -3.9989
H -0.6997 -3.9816 -3.8389
H -2.6265 -3.5441 -2.1332
H -2.8382 -5.3170 -2.1103
H -0.4644 -5.4958 -1.3527
H -0.3413 -3.7178 -1.4105
H -1.9869 -5.3885 0.5209
H -2.4092 -3.7297 0.1442
H 1.1274 -2.6981 0.6238
H 1.3967 -6.0037 1.7526
H 0.4301 -5.8352 3.2656
H 2.7502 -5.4808 3.9856
H 2.1456 -3.8722 3.7901
H 3.2002 -4.9942 1.2789
H 3.3400 -3.3831 1.9435
H -1.7277 -1.6385 2.6182
H -1.8857 -3.0577 3.6347
H 0.7479 -2.0246 4.2064
H -0.6849 -1.9811 5.1899
H -1.3951 0.1109 3.7936
H -0.2486 0.2551 5.0914
H 1.3098 3.1728 3.5214
H 2.8555 3.0259 4.2890
H 1.2268 3.8478 5.8495
H 2.0352 2.3897 6.3538
H 0.3372 2.2857 5.7986
H -1.7742 1.8486 1.8256
H -1.0858 2.3040 3.4233
H -0.7602 4.4068 2.7443
H 0.1621 3.8874 1.3831
H -1.6300 4.0735 1.2785
C 5.8129 4.3456 -0.4195
O 5.1681 3.1819 -0.9275
C 4.2428 2.6619 -0.1025
O 3.9495 3.1119 0.9792
O 3.7220 1.5959 -0.6836
C 2.7100 0.9197 0.1011
H 6.5288 4.6612 -1.1745
H 5.0924 5.1455 -0.2532
H 6.3434 4.1213 0.5047
H 1.8754 1.5838 0.2908
H 3.1260 0.5470 1.0293
H 2.3613 0.0742 -0.4859
C 2.7561 -6.1736 -4.3335
O 2.5708 -5.0486 -3.4799
C 3.5311 -4.1242 -3.5629
O 4.4996 -4.1761 -4.2827
O 3.2291 -3.1433 -2.7205
C 4.1661 -2.0664 -2.6906
H 1.9108 -6.8350 -4.1628
H 2.7666 -5.8676 -5.3789
H 3.6777 -6.6982 -4.0859
H 4.2334 -1.5874 -3.6666
H 5.1460 -2.4183 -2.3727
H 3.7922 -1.3497 -1.9650
C -2.9229 9.8840 3.6976
O -2.2028 9.7149 2.4761
C -1.7049 8.4872 2.2996
O -1.8192 7.5643 3.0651
O -1.0623 8.4634 1.1322
C -0.4755 7.1982 0.8135
H -3.2693 10.9136 3.7150
H -3.7815 9.2160 3.7339
H -2.2743 9.7093 4.5542
H -1.2394 6.4277 0.7371
H 0.2683 6.9199 1.5578
H 0.0134 7.3084 -0.1502


Record 2
17
Properties=species:S:1:pos:R:3 method="wB97M-V/def2-TZVPD" molar_mass_da=105.206 e_above_lowest_kcal_mol=25.5 orbital_gap_ha=0.3347 smiles="C=C(C)N.CS"
C -1.8051 -1.6364 -1.6793
C -0.8793 -0.9374 -1.0310
C -0.7932 -0.8869 0.4664
N 0.1248 -0.1808 -1.6654
H -1.8961 -1.6510 -2.7549
H -2.4692 -2.2357 -1.0794
H -1.1213 -1.8181 0.9240
H 0.2284 -0.7034 0.8017
H -1.4754 -0.1339 0.8668
H 0.4884 0.5091 -1.0247
H -0.1439 0.1766 -2.5677
C 1.4496 1.5827 1.9999
S 2.0835 2.1482 0.3892
H 2.0115 2.1770 2.7165
H 0.3855 1.7805 2.0440
H 1.6940 0.5440 2.2127
H 2.1178 1.2655 -0.6189


Record 3
14
Properties=species:S:1:pos:R:3 method="wB97M-V/def2-TZVPD" molar_mass_da=97.117 e_above_lowest_kcal_mol=91.3 orbital_gap_ha=0.3627
O -1.2573 2.0409 -1.4320
C -0.1996 1.6231 -1.0261
C -0.0585 0.3776 -0.1750
C 0.9855 0.0095 0.8758
N 0.1793 -1.2933 0.7650
C 0.2071 -1.0658 -0.7081
C -1.0301 -0.3853 0.7834
H 0.7353 2.1513 -1.3192
H 2.0277 -0.1234 0.5804
H 0.9075 0.5588 1.8242
H 1.1786 -1.3170 -1.1402
H -0.6184 -1.5807 -1.2111
H -1.9626 -0.7283 0.3155
H -1.0944 -0.2675 1.8673


Record 4
113
Properties=species:S:1:pos:R:3 method="wB97M-V/def2-TZVPD" molar_mass_da=826.713 orbital_gap_ha=0.3891 smiles="CCOP(=O)(OCC)OCC.CCOP(=O)(OCC)OCC.C[C@H]1COC(=O)O1.COC(=O)OC.COC(=O)OC.COC(=O)OC.COC(=O)OC"
C -2.2843 1.5367 -3.3274
C -1.6635 0.8470 -4.5039
O -1.8082 1.6970 -5.5326
P -0.4664 2.5780 -6.0835
O 0.2137 3.4981 -5.1313
O -1.0623 3.2615 -7.4716
C -2.0970 4.2413 -7.4460
C -2.7974 4.3406 -8.7870
O 0.4800 1.4264 -6.6322
C 0.0491 0.3577 -7.4640
C 1.2100 -0.0899 -8.3288
H -3.2802 1.9199 -3.5495
H -2.3356 0.8500 -2.4824
H -1.7916 2.4482 -2.9893
H -0.6234 0.6059 -4.2843
H -2.2829 -0.0325 -4.6797
H -2.7616 3.9927 -6.6186
H -1.7419 5.2413 -7.1970
H -3.0275 3.3369 -9.1442
H -3.6512 5.0171 -8.7463
H -2.2140 4.7755 -9.5986
H -0.6330 -0.3270 -6.9600
H -0.7012 0.8321 -8.0966
H 1.9809 -0.4191 -7.6321
H 0.7947 -0.9273 -8.8895
H 1.5074 0.6692 -9.0522
C -2.2967 -6.6771 -3.3110
C -1.0896 -7.4545 -2.7953
O -0.1766 -6.5408 -2.2673
P 0.6378 -6.7995 -0.8362
O 1.7284 -5.7978 -0.6332
O -0.4967 -6.9719 0.2691
C -1.2691 -5.9609 0.8460
C -2.4056 -5.4539 -0.0189
O 1.1785 -8.3380 -1.1464
C 1.4045 -9.3694 -0.1966
C 2.8676 -9.8339 -0.3209
H -3.0476 -7.3357 -3.7476
H -2.8521 -5.9968 -2.6653
H -1.9256 -6.0420 -4.1154
H -1.3651 -8.2149 -2.0645
H -0.8102 -8.1529 -3.5842
H -1.7414 -6.5025 1.6655
H -0.7180 -5.0843 1.1867
H -1.9523 -5.0439 -0.9214
H -3.0082 -6.3205 -0.2909
H -3.0393 -4.7092 0.4627
H 1.3176 -8.9349 0.7993
H 0.7348 -10.2145 -0.3557
H 3.0131 -10.2564 -1.3151
H 3.5793 -9.0327 -0.1217
H 3.0121 -10.8157 0.1300
C -1.0301 10.0235 1.8289
C -1.9379 10.8657 0.9192
C -1.8631 10.5121 -0.5595
O -3.0909 9.8682 -0.7957
C -3.9281 10.1488 0.2318
O -5.0887 9.9809 0.1395
O -3.2202 10.5038 1.2927
H -0.7460 10.6179 2.6973
H -0.0230 9.7479 1.5162
H -1.5283 9.1781 2.3036
H -1.8690 11.9382 1.1013
H -1.0993 9.7444 -0.6838
H -1.7223 11.3326 -1.2630
C 0.0092 3.5502 4.0535
O 1.0656 2.6253 4.3387
C 0.9822 1.3731 3.8355
O 0.0764 0.8790 3.2038
O 2.0726 0.7684 4.1327
C 2.3267 -0.6610 3.9444
H -0.0181 4.3477 4.7960
H -0.9120 2.9709 3.9919
H 0.2697 3.9872 3.0895
H 1.9397 -1.1775 4.8228
H 3.3830 -0.8773 4.1040
H 1.7947 -1.0654 3.0832
C 6.3170 -6.5566 4.5027
O 5.4016 -7.5745 4.9225
C 4.4653 -7.4280 5.9231
O 4.4561 -6.5355 6.7917
O 3.6036 -8.5024 5.8753
C 2.5829 -8.6440 6.8356
H 6.5797 -5.8193 5.2613
H 6.0233 -6.1683 3.5275
H 7.2713 -7.0698 4.3844
H 3.0096 -9.1616 7.6948
H 1.7503 -9.2328 6.4507
H 2.1464 -7.7073 7.1824
C 8.8358 0.5819 3.6732
O 9.5164 1.6456 4.3290
C 9.4972 1.7296 5.6313
O 8.7272 1.1471 6.3977
O 10.4072 2.6660 6.0139
C 9.8708 3.5711 6.9443
H 9.3554 0.1955 2.7964
H 7.9132 1.0089 3.2801
H 8.5815 -0.1810 4.4090
H 8.7857 3.6487 7.0118
H 10.2334 4.5752 6.7246
H 10.2776 3.5445 7.9552
C -10.7114 5.0578 -0.9161
O -9.8376 4.7994 0.1243
C -8.8065 3.8897 0.0175
O -8.6239 3.1906 -0.9865
O -8.1037 3.7087 1.0786
C -8.1669 4.6190 2.1460
H -11.6763 4.6321 -0.6406
H -10.4335 4.6716 -1.8968
H -10.7316 6.1370 -1.0679
H -7.6003 4.2902 3.0171
H -9.1814 4.6241 2.5447
H -7.8702 5.6417 1.9132


no.,E (eV)
1,-146571.4562
2,-16650.6864
3,-8832.2436
4,-95679.9672